<one>
8
Properties=species:S:1:pos:R:3 method="wB97M-V/def2-TZVPD" e_lumo_ev=-5.815 homo_energy_ev=-16.6 orbital_gap_ev=10.7523 total_charge=+1
C 0.135 -0.205 -0.055
N 0.766 0.853 0.171
N -1.139 -0.392 -0.247
H 1.041 -1.550 0.731
H 1.782 0.755 0.277
H 0.182 1.756 0.168
H -1.605 -1.296 -0.275
H -1.758 0.308 -0.485

---

<two>
8
Properties=species:S:1:pos:R:3 method="wB97M-V/def2-TZVPD" e_lumo_ev=-5.915 homo_energy_ev=-16.9 orbital_gap_ev=10.9924 total_charge=+1
C 0.243 -0.550 0.048
N 1.135 0.325 0.087
N -1.514 0.149 0.198
H 0.242 -1.569 0.253
H 2.175 0.171 0.286
H 0.835 1.216 -0.082
H -1.962 -0.650 -0.310
H -1.154 0.907 -0.479

---

Which of them is the most stable? Correct choice: <one>.

---

<one>
2
Properties=species:S:1:pos:R:3 method="wB97M-V/def2-TZVPD" e_lumo_ev="-0.280 / 0.061" homo_energy_ev="-6.9 / -11.0" spin_multiplicity=4 orbital_gap_ev="6.6383 / 11.0642"
Ti 2.510 -25.190 -30.646
Cl 3.043 -23.133 -30.391

---

<two>
2
Properties=species:S:1:pos:R:3 method="wB97M-V/def2-TZVPD" e_lumo_ev="-2.243 / -1.992" homo_energy_ev="-7.8 / -7.9" spin_multiplicity=4 orbital_gap_ev="5.6064 / 5.8703"
Ti -1.279 -1.299 -0.517
Cl 1.279 1.299 0.517

---

Which of them is the most stable? Correct choice: <one>.